Formula: C44H92O12
Source: the Open Molecules 2025 dataset
Level of theory: ωB97M-V/def2-TZVPD

Bonds (Å) are listed after each position.
Element x y z (Å)
1 C -7.44 3.44 -3.51  C2 1.482, C5 1.501, H6 1.090, H7 1.090
2 C -6.42 2.40 -3.79  C1 1.482, C3 1.538, H8 1.090, H9 1.090
3 C -7.01 1.71 -5.02  C2 1.538, O4 1.449, H10 1.090, H11 1.090
4 O -7.90 2.73 -5.54  C3 1.449, C5 1.375
5 C -7.78 3.94 -4.88  C1 1.501, O4 1.375, H12 1.090, H13 1.090
6 H -7.33 4.25 -2.79  C1 1.090
7 H -8.28 2.84 -3.15  C1 1.090
8 H -6.25 1.61 -3.05  C2 1.090
9 H -5.45 2.84 -4.01  C2 1.090
10 H -7.49 0.80 -4.65  C3 1.090
11 H -6.21 1.44 -5.71  C3 1.090
12 H -8.65 4.58 -4.73  C5 1.090
13 H -7.04 4.63 -5.27  C5 1.090
14 C -2.15 -5.89 -4.66  C15 1.519, C18 1.539, H19 1.090, H20 1.090
15 C -3.52 -5.43 -4.18  C14 1.519, C16 1.518, H21 1.090, H22 1.090
16 C -3.88 -4.52 -5.35  C15 1.518, O17 1.439, H23 1.090, H24 1.090
17 O -3.34 -5.13 -6.54  C16 1.439, C18 1.365
18 C -2.39 -6.03 -6.18  C14 1.539, O17 1.365, H25 1.090, H26 1.090
19 H -1.81 -6.85 -4.27  C14 1.090
20 H -1.32 -5.22 -4.44  C14 1.090
21 H -3.51 -4.91 -3.22  C15 1.090
22 H -4.31 -6.16 -4.01  C15 1.090
23 H -3.34 -3.58 -5.27  C16 1.090
24 H -4.95 -4.40 -5.52  C16 1.090
25 H -1.46 -5.95 -6.74  C18 1.090
26 H -2.70 -7.07 -6.26  C18 1.090
27 C -1.38 -8.98 1.60  C28 1.538, C31 1.504, H32 1.090, H33 1.090
28 C 0.11 -8.88 1.24  C27 1.538, C29 1.544, H34 1.090, H35 1.090
29 C 0.37 -7.36 1.28  C28 1.544, O30 1.379, H36 1.090, H37 1.090
30 O -0.78 -6.79 1.79  C29 1.379, C31 1.442
31 C -1.90 -7.59 1.35  C27 1.504, O30 1.442, H38 1.090, H39 1.090
32 H -1.59 -9.02 2.67  C27 1.090
33 H -1.83 -9.84 1.10  C27 1.090
34 H 0.32 -9.41 0.31  C28 1.090
35 H 0.68 -9.43 1.99  C28 1.090
36 H 0.67 -6.86 0.36  C29 1.090
37 H 1.19 -7.15 1.97  C29 1.090
38 H -2.15 -7.35 0.32  C31 1.090
39 H -2.79 -7.28 1.89  C31 1.090
40 C 7.43 -4.12 2.98  C41 1.515, C44 1.516, H45 1.090, H46 1.090
41 C 8.69 -4.92 2.72  C40 1.515, C42 1.536, H47 1.090, H48 1.090
42 C 8.47 -5.59 1.36  C41 1.536, O43 1.421, H49 1.090, H50 1.090
43 O 7.72 -4.59 0.67  C42 1.421, C44 1.450
44 C 7.01 -3.72 1.58  C40 1.516, O43 1.450, H51 1.090, H52 1.090
45 H 7.51 -3.33 3.73  C40 1.090
46 H 6.69 -4.82 3.38  C40 1.090
47 H 8.97 -5.69 3.45  C41 1.090
48 H 9.49 -4.21 2.51  C41 1.090
49 H 7.83 -6.46 1.51  C42 1.090
50 H 9.33 -5.90 0.77  C42 1.090
51 H 5.93 -3.88 1.53  C44 1.090
52 H 7.28 -2.67 1.46  C44 1.090
53 C 2.14 -3.07 7.98  C54 1.525, C57 1.537, H58 1.090, H59 1.090
54 C 2.17 -2.54 6.55  C53 1.525, C55 1.551, H60 1.090, H61 1.090
55 C 1.77 -1.07 6.83  C54 1.551, O56 1.433, H62 1.090, H63 1.090
56 O 2.07 -0.78 8.20  C55 1.433, C57 1.490
57 C 2.78 -1.94 8.80  C53 1.537, O56 1.490, H64 1.090, H65 1.090
58 H 2.72 -3.99 8.04  C53 1.090
59 H 1.13 -3.24 8.35  C53 1.090
60 H 1.58 -3.08 5.81  C54 1.090
61 H 3.21 -2.66 6.23  C54 1.090
62 H 0.71 -0.99 6.57  C55 1.090
63 H 2.45 -0.49 6.21  C55 1.090
64 H 2.70 -1.98 9.89  C57 1.090
65 H 3.82 -1.74 8.54  C57 1.090
66 C -1.23 8.33 -3.22  C67 1.543, C70 1.505, H71 1.090, H72 1.090
67 C -2.27 9.47 -3.31  C66 1.543, C68 1.511, H73 1.090, H74 1.090
68 C -2.79 9.34 -4.72  C67 1.511, O69 1.410, H75 1.090, H76 1.090
69 O -2.73 7.96 -4.99  C68 1.410, C70 1.465
70 C -1.93 7.24 -3.98  C66 1.505, O69 1.465, H77 1.090, H78 1.090
71 H -1.00 8.11 -2.17  C66 1.090
72 H -0.34 8.54 -3.80  C66 1.090
73 H -1.87 10.46 -3.10  C67 1.090
74 H -3.00 9.18 -2.55  C67 1.090
75 H -1.98 9.80 -5.30  C68 1.090
76 H -3.64 9.99 -4.93  C68 1.090
77 H -1.21 6.57 -4.44  C70 1.090
78 H -2.49 6.66 -3.25  C70 1.090
79 C -5.59 6.09 2.55  C80 1.514, C83 1.513, H84 1.090, H85 1.090
80 C -4.59 5.10 1.99  C79 1.514, C81 1.543, H86 1.090, H87 1.090
81 C -3.27 5.84 2.27  C80 1.543, O82 1.448, H88 1.090, H89 1.090
82 O -3.62 7.25 2.32  C81 1.448, C83 1.370
83 C -4.97 7.40 2.12  C79 1.513, O82 1.370, H90 1.090, H91 1.090
84 H -5.66 5.92 3.62  C79 1.090
85 H -6.62 6.06 2.17  C79 1.090
86 H -4.76 4.85 0.94  C80 1.090
87 H -4.68 4.10 2.42  C80 1.090
88 H -2.56 5.68 1.46  C81 1.090
89 H -3.01 5.52 3.28  C81 1.090
90 H -5.17 7.58 1.06  C83 1.090
91 H -5.38 8.27 2.63  C83 1.090
92 C -5.92 -1.32 6.38  C93 1.530, C96 1.476, H97 1.090, H98 1.090
93 C -6.86 -2.25 7.16  C92 1.530, C94 1.607, H99 1.090, H100 1.090
94 C -6.21 -3.69 6.88  C93 1.607, O95 1.432, H101 1.090, H102 1.090
95 O -5.38 -3.48 5.74  C94 1.432, C96 1.446
96 C -4.90 -2.11 5.66  C92 1.476, O95 1.446, H103 1.090, H104 1.090
97 H -5.51 -0.63 7.11  C92 1.090
98 H -6.43 -0.66 5.67  C92 1.090
99 H -7.89 -2.28 6.82  C93 1.090
100 H -6.96 -2.01 8.22  C93 1.090
101 H -6.93 -4.44 6.56  C94 1.090
102 H -5.48 -4.05 7.60  C94 1.090
103 H -4.80 -1.81 4.62  C96 1.090
104 H -3.96 -1.96 6.19  C96 1.090
105 C 0.01 -0.70 -0.31  C106 1.513, C109 1.492, H110 1.090, H111 1.090
106 C -0.01 -0.42 -1.80  C105 1.513, C107 1.513, H112 1.090, H113 1.090
107 C -0.33 1.05 -1.91  C106 1.513, O108 1.442, H114 1.090, H115 1.090
108 O -0.36 1.47 -0.53  C107 1.442, C109 1.358
109 C -0.74 0.45 0.27  C105 1.492, O108 1.358, H116 1.090, H117 1.090
110 H 1.06 -0.70 -0.01  C105 1.090
111 H -0.44 -1.68 -0.18  C105 1.090
112 H -0.74 -1.03 -2.34  C106 1.090
113 H 0.93 -0.67 -2.29  C106 1.090
114 H -1.29 1.27 -2.38  C107 1.090
115 H 0.45 1.47 -2.56  C107 1.090
116 H -1.80 0.21 0.19  C109 1.090
117 H -0.50 0.64 1.32  C109 1.090
118 C 5.08 3.47 1.56  C119 1.498, C122 1.521, H123 1.090, H124 1.090
119 C 5.86 3.32 2.83  C118 1.498, C120 1.552, H125 1.090, H126 1.090
120 C 6.63 4.66 3.00  C119 1.552, O121 1.463, H127 1.090, H128 1.090
121 O 7.12 4.77 1.63  C120 1.463, C122 1.456
122 C 6.22 4.06 0.74  C118 1.521, O121 1.456, H129 1.090, H130 1.090
123 H 4.27 4.19 1.63  C118 1.090
124 H 4.63 2.60 1.10  C118 1.090
125 H 6.53 2.46 2.77  C119 1.090
126 H 5.15 3.07 3.62  C119 1.090
127 H 7.47 4.75 3.69  C120 1.090
128 H 5.96 5.46 3.33  C120 1.090
129 H 6.83 3.27 0.31  C122 1.090
130 H 5.82 4.71 -0.05  C122 1.090
131 C 3.78 5.05 -5.94  C132 1.557, H134 1.090, H135 1.090, H136 1.090
132 C 4.74 3.89 -5.51  C131 1.557, O133 1.401, H137 1.090, H138 1.090
133 O 4.72 3.01 -6.59  C132 1.401, H139 0.960
134 H 4.14 5.52 -6.86  C131 1.090
135 H 3.87 5.79 -5.14  C131 1.090
136 H 2.75 4.75 -6.10  C131 1.090
137 H 4.45 3.46 -4.55  C132 1.090
138 H 5.74 4.25 -5.26  C132 1.090
139 H 3.83 2.86 -6.93  O133 0.960
140 C 6.02 -3.14 -4.79  C141 1.522, H143 1.090, H144 1.090, H145 1.090
141 C 7.28 -2.30 -4.84  C140 1.522, O142 1.384, H146 1.090, H147 1.090
142 O 7.56 -2.00 -6.16  C141 1.384, H148 0.960
143 H 6.00 -4.13 -5.25  C140 1.090
144 H 5.33 -2.47 -5.30  C140 1.090
145 H 5.63 -3.27 -3.78  C140 1.090
146 H 8.10 -2.71 -4.25  C141 1.090
147 H 7.17 -1.31 -4.39  C141 1.090
148 H 8.15 -2.72 -6.39  O142 0.960

For the LUMO energy, the calculation gives 0.0006 Eh. Its HOMO-LUMO gap is 9.51 eV. The charge is 0. For the energy relative to the best compared isomer or geometry (same formula, charge and spin), the calculation gives 307.8 kJ/mol.

---

Formula: C45H100B7F28N5
Source: the Open Molecules 2025 dataset
Level of theory: ωB97M-V/def2-TZVPD

Bonds (Å) are listed after each position.
Element x y z (Å)
1 C -5.43 2.72 2.59  C2 1.529, H11 1.090, H12 1.090, H13 1.090
2 C -4.67 1.46 2.16  C1 1.529, C3 1.531, H14 1.090, H15 1.090
3 C -5.58 0.58 1.30  C2 1.531, N4 1.568, H16 1.090, H17 1.090
4 N -4.89 -0.46 0.35  C3 1.568, C5 1.525, C9 1.551, C10 1.562
5 C -6.04 -1.22 -0.31  N4 1.525, C6 1.548, H18 1.090, H19 1.090
6 C -5.53 -2.43 -1.13  C5 1.548, C7 1.497, H20 1.090, H21 1.090
7 C -4.84 -3.40 -0.21  C6 1.497, C8 1.588, H22 1.090, H23 1.090
8 C -3.61 -2.63 0.42  C7 1.588, C9 1.556, H24 1.090, H25 1.090
9 C -3.95 -1.34 1.22  N4 1.551, C8 1.556, H26 1.090, H27 1.090
10 C -4.11 0.31 -0.76  N4 1.562, H28 1.090, H29 1.090, H30 1.090
11 H -4.87 3.64 2.75  C1 1.090
12 H -5.94 2.51 3.52  C1 1.090
13 H -6.15 2.96 1.81  C1 1.090
14 H -4.27 1.01 3.07  C2 1.090
15 H -3.79 1.83 1.64  C2 1.090
16 H -6.10 1.25 0.61  C3 1.090
17 H -6.42 0.17 1.86  C3 1.090
18 H -6.74 -1.54 0.47  C5 1.090
19 H -6.61 -0.55 -0.95  C5 1.090
20 H -6.42 -2.89 -1.55  C6 1.090
21 H -4.77 -2.24 -1.89  C6 1.090
22 H -5.43 -3.79 0.62  C7 1.090
23 H -4.45 -4.31 -0.66  C7 1.090
24 H -3.14 -3.35 1.09  C8 1.090
25 H -2.90 -2.42 -0.38  C8 1.090
26 H -4.58 -1.58 2.08  C9 1.090
27 H -3.07 -0.77 1.52  C9 1.090
28 H -3.32 0.74 -0.13  C10 1.090
29 H -4.72 1.02 -1.33  C10 1.090
30 H -3.77 -0.44 -1.47  C10 1.090
31 C 2.05 -0.37 5.64  C32 1.574, H41 1.090, H42 1.090, H43 1.090
32 C 2.70 -1.20 4.46  C31 1.574, C33 1.584, H44 1.090, H45 1.090
33 C 3.85 -2.06 5.11  C32 1.584, N34 1.572, H46 1.090, H47 1.090
34 N 4.91 -2.65 4.11  C33 1.572, C35 1.598, C39 1.567, C40 1.591
35 C 6.02 -3.52 4.85  N34 1.598, C36 1.544, H48 1.090, H49 1.090
36 C 5.58 -4.84 5.51  C35 1.544, C37 1.517, H50 1.090, H51 1.090
37 C 5.03 -5.73 4.41  C36 1.517, C38 1.546, H52 1.090, H53 1.090
38 C 3.91 -5.01 3.62  C37 1.546, C39 1.530, H54 1.090, H55 1.090
39 C 4.28 -3.63 3.06  N34 1.567, C38 1.530, H56 1.090, H57 1.090
40 C 5.60 -1.45 3.32  N34 1.591, H58 1.090, H59 1.090, H60 1.090
41 H 1.08 -0.16 5.18  C31 1.090
42 H 2.48 0.62 5.78  C31 1.090
43 H 1.97 -0.91 6.58  C31 1.090
44 H 3.13 -0.46 3.79  C32 1.090
45 H 1.95 -1.80 3.94  C32 1.090
46 H 3.36 -2.92 5.58  C33 1.090
47 H 4.44 -1.58 5.90  C33 1.090
48 H 6.40 -2.83 5.60  C35 1.090
49 H 6.74 -3.71 4.06  C35 1.090
50 H 4.74 -4.65 6.19  C36 1.090
51 H 6.43 -5.32 5.98  C36 1.090
52 H 4.72 -6.70 4.79  C37 1.090
53 H 5.92 -5.99 3.84  C37 1.090
54 H 2.94 -4.92 4.10  C38 1.090
55 H 3.64 -5.65 2.78  C38 1.090
56 H 3.48 -3.03 2.63  C39 1.090
57 H 5.08 -3.72 2.33  C39 1.090
58 H 5.77 -0.68 4.07  C40 1.090
59 H 4.87 -0.97 2.68  C40 1.090
60 H 6.48 -1.77 2.76  C40 1.090
61 C -3.93 -0.12 -7.43  C62 1.511, H71 1.090, H72 1.090, H73 1.090
62 C -2.72 0.77 -7.29  C61 1.511, C63 1.500, H74 1.090, H75 1.090
63 C -1.43 0.13 -7.70  C62 1.500, N64 1.551, H76 1.090, H77 1.090
64 N -0.19 1.04 -7.85  C63 1.551, C65 1.634, C69 1.594, C70 1.494
65 C 0.16 1.67 -6.38  N64 1.634, C66 1.559, H78 1.090, H79 1.090
66 C 0.89 0.68 -5.41  C65 1.559, C67 1.561, H80 1.090, H81 1.090
67 C 2.00 -0.14 -6.12  C66 1.561, C68 1.515, H82 1.090, H83 1.090
68 C 1.55 -0.77 -7.42  C67 1.515, C69 1.510, H84 1.090, H85 1.090
69 C 1.04 0.23 -8.44  N64 1.594, C68 1.510, H86 1.090, H87 1.090
70 C -0.49 2.08 -8.88  N64 1.494, H88 1.090, H89 1.090, H90 1.090
71 H -4.78 0.20 -6.82  C61 1.090
72 H -3.69 -1.12 -7.07  C61 1.090
73 H -4.37 -0.16 -8.43  C61 1.090
74 H -2.67 1.15 -6.27  C62 1.090
75 H -2.85 1.66 -7.91  C62 1.090
76 H -1.54 -0.30 -8.70  C63 1.090
77 H -1.21 -0.70 -7.04  C63 1.090
78 H -0.73 2.08 -5.89  C65 1.090
79 H 0.76 2.47 -6.80  C65 1.090
80 H 0.14 0.03 -4.97  C66 1.090
81 H 1.32 1.26 -4.60  C66 1.090
82 H 2.49 -0.91 -5.51  C67 1.090
83 H 2.80 0.60 -6.20  C67 1.090
84 H 0.77 -1.52 -7.28  C68 1.090
85 H 2.41 -1.22 -7.91  C68 1.090
86 H 0.76 -0.27 -9.37  C69 1.090
87 H 1.86 0.90 -8.68  C69 1.090
88 H -0.80 1.49 -9.74  C70 1.090
89 H 0.29 2.81 -9.10  C70 1.090
90 H -1.37 2.67 -8.61  C70 1.090
91 C -3.60 8.08 3.39  C92 1.592, H101 1.090, H102 1.090, H103 1.090
92 C -2.27 7.22 3.20  C91 1.592, C93 1.519, H104 1.090, H105 1.090
93 C -1.77 6.45 4.41  C92 1.519, N94 1.575, H106 1.090, H107 1.090
94 N -0.84 5.23 4.06  C93 1.575, C95 1.567, C99 1.595, C100 1.556
95 C -0.13 4.66 5.33  N94 1.567, C96 1.509, H108 1.090, H109 1.090
96 C 0.85 3.56 5.02  C95 1.509, C97 1.541, H110 1.090, H111 1.090
97 C 1.95 3.96 4.02  C96 1.541, C98 1.540, H112 1.090, H113 1.090
98 C 1.28 4.48 2.73  C97 1.540, C99 1.531, H114 1.090, H115 1.090
99 C 0.31 5.63 3.03  N94 1.595, C98 1.531, H116 1.090, H117 1.090
100 C -1.80 4.20 3.40  N94 1.556, H118 1.090, H119 1.090, H120 1.090
101 H -3.99 8.07 2.37  C91 1.090
102 H -3.37 9.11 3.66  C91 1.090
103 H -4.32 7.55 4.02  C91 1.090
104 H -1.54 7.97 2.87  C92 1.090
105 H -2.44 6.65 2.29  C92 1.090
106 H -2.54 6.07 5.09  C93 1.090
107 H -1.17 7.07 5.06  C93 1.090
108 H 0.45 5.45 5.80  C95 1.090
109 H -0.89 4.33 6.04  C95 1.090
110 H 1.38 3.42 5.96  C96 1.090
111 H 0.40 2.58 4.87  C96 1.090
112 H 2.54 4.78 4.45  C97 1.090
113 H 2.55 3.06 3.87  C97 1.090
114 H 2.01 4.83 2.00  C98 1.090
115 H 0.94 3.62 2.17  C98 1.090
116 H 0.76 6.50 3.51  C99 1.090
117 H -0.21 6.06 2.17  C99 1.090
118 H -2.20 4.64 2.49  C100 1.090
119 H -2.64 4.01 4.07  C100 1.090
120 H -1.27 3.27 3.17  C100 1.090
121 C 0.07 -3.12 -3.81  C122 1.559, H131 1.090, H132 1.090, H133 1.090
122 C 1.17 -2.34 -3.03  C121 1.559, C123 1.526, H134 1.090, H135 1.090
123 C 0.85 -2.38 -1.54  C122 1.526, N124 1.542, H136 1.090, H137 1.090
124 N 1.57 -1.40 -0.58  C123 1.542, C125 1.564, C129 1.594, C130 1.529
125 C 1.26 0.10 -0.89  N124 1.564, C126 1.498, H138 1.090, H139 1.090
126 C -0.18 0.44 -0.64  C125 1.498, C127 1.544, H140 1.090, H141 1.090
127 C -0.59 0.33 0.85  C126 1.544, C128 1.490, H142 1.090, H143 1.090
128 C -0.37 -1.10 1.23  C127 1.490, C129 1.593, H144 1.090, H145 1.090
129 C 1.10 -1.63 0.93  N124 1.594, C128 1.593, H146 1.090, H147 1.090
130 C 3.09 -1.52 -0.69  N124 1.529, H148 1.090, H149 1.090, H150 1.090
131 H 0.34 -4.16 -3.96  C121 1.090
132 H 0.06 -2.76 -4.84  C121 1.090
133 H -0.94 -3.10 -3.40  C121 1.090
134 H 1.22 -1.28 -3.29  C122 1.090
135 H 2.13 -2.78 -3.29  C122 1.090
136 H 1.32 -3.33 -1.28  C123 1.090
137 H -0.19 -2.50 -1.27  C123 1.090
138 H 1.43 0.23 -1.96  C125 1.090
139 H 1.95 0.65 -0.26  C125 1.090
140 H -0.86 -0.13 -1.27  C126 1.090
141 H -0.45 1.39 -1.10  C126 1.090
142 H -1.59 0.74 0.99  C127 1.090
143 H 0.06 0.99 1.42  C127 1.090
144 H -1.04 -1.81 0.74  C128 1.090
145 H -0.59 -1.10 2.30  C128 1.090
146 H 1.18 -2.69 1.14  C129 1.090
147 H 1.85 -1.15 1.56  C129 1.090
148 H 3.33 -2.51 -0.30  C130 1.090
149 H 3.44 -0.74 -0.02  C130 1.090
150 H 3.42 -1.27 -1.69  C130 1.090
151 B 4.00 2.07 1.40  F152 1.444, F153 1.355, F154 1.396, F155 1.345
152 F 4.84 1.43 2.38  B151 1.444
153 F 4.26 3.39 1.33  B151 1.355
154 F 4.33 1.57 0.14  B151 1.396
155 F 2.71 1.80 1.66  B151 1.345
156 B 6.53 -3.62 0.17  F157 1.314, F158 1.423, F159 1.334, F160 1.373
157 F 7.12 -4.12 1.23  B156 1.314
158 F 5.31 -4.29 -0.13  B156 1.423
159 F 6.16 -2.35 0.34  B156 1.334
160 F 7.35 -3.70 -0.93  B156 1.373
161 B 2.91 -4.40 -6.67  F162 1.423, F163 1.333, F164 1.396, F165 1.353
162 F 2.58 -4.75 -5.33  B161 1.423
163 F 1.81 -4.15 -7.38  B161 1.333
164 F 3.64 -3.21 -6.69  B161 1.396
165 F 3.57 -5.41 -7.28  B161 1.353
166 B -3.07 -0.97 -4.05  F167 1.323, F168 1.381, F169 1.329, F170 1.310
167 F -2.53 0.24 -4.04  B166 1.323
168 F -4.45 -1.01 -4.03  B166 1.381
169 F -2.71 -1.66 -5.12  B166 1.329
170 F -2.70 -1.69 -3.03  B166 1.310
171 B -2.03 4.41 -0.45  F172 1.382, F173 1.349, F174 1.363, F175 1.317
172 F -1.01 4.59 0.47  B171 1.382
173 F -2.56 5.57 -0.89  B171 1.349
174 F -1.55 3.82 -1.58  B171 1.363
175 F -2.96 3.60 0.00  B171 1.317
176 B -2.27 0.55 5.12  F177 1.371, F178 1.374, F179 1.379, F180 1.376
177 F -1.67 -0.29 6.02  B176 1.371
178 F -1.92 1.86 5.35  B176 1.374
179 F -1.94 0.15 3.85  B176 1.379
180 F -3.63 0.37 5.27  B176 1.376
181 B -0.45 -5.24 1.05  F182 1.370, F183 1.365, F184 1.346, F185 1.407
182 F -0.78 -4.24 1.94  B181 1.370
183 F -1.25 -5.03 -0.03  B181 1.365
184 F 0.86 -5.25 0.73  B181 1.346
185 F -0.86 -6.51 1.49  B181 1.407

For the LUMO energy, the calculation gives 0.1019 Eh. Its HOMO-LUMO gap is 9.27 eV. The charge is -2.

---

Number 1: HOMO energy -9.492 eV. Number 2: HOMO energy -6.502 eV.